The following is a quantum chemistry calculation of a 20-piece molecular cluster, C80H220N20O20 overall, from the Open Molecules 2025 dataset.

Bonds (Å) are listed after each position.
Geometry (Å):
1 C -11.1236 8.9474 -1.1473  C2 1.524, H7 1.090, H8 1.090, H9 1.090
2 C -12.4975 9.6068 -1.1873  C1 1.524, C3 1.601, N6 1.447, H10 1.090
3 C -13.1196 9.7049 -2.6594  C2 1.601, O4 1.395, H11 1.090, H12 1.090
4 O -12.2649 10.4666 -3.4572  C3 1.395, C5 1.460
5 C -12.7539 10.5893 -4.8278  O4 1.460, H13 1.090, H14 1.090, H15 1.090
6 N -13.3453 8.8939 -0.2558  C2 1.447, H16 1.010, H17 1.010
7 H -11.2917 8.1105 -1.8251  C1 1.090
8 H -10.8235 8.6093 -0.1555  C1 1.090
9 H -10.3761 9.6534 -1.5090  C1 1.090
10 H -12.4339 10.6045 -0.7530  C2 1.090
11 H -14.0800 10.1908 -2.4872  C3 1.090
12 H -13.2809 8.7204 -3.0985  C3 1.090
13 H -13.7346 11.0620 -4.8816  C5 1.090
14 H -12.9208 9.5700 -5.1762  C5 1.090
15 H -12.0037 11.0269 -5.4865  C5 1.090
16 H -13.1070 9.0449 0.7140  N6 1.010
17 H -14.2700 9.2999 -0.2714  N6 1.010
18 C -3.6021 -6.0185 4.8246  C19 1.563, H24 1.090, H25 1.090, H26 1.090
19 C -2.3320 -5.1463 4.5617  C18 1.563, C20 1.565, N23 1.419, H27 1.090
20 C -2.6373 -3.6115 4.5346  C19 1.565, O21 1.417, H28 1.090, H29 1.090
21 O -3.6060 -3.4879 3.5084  C20 1.417, C22 1.478
22 C -3.7667 -2.1058 3.0110  O21 1.478, H30 1.090, H31 1.090, H32 1.090
23 N -1.4065 -5.5202 5.5707  C19 1.419, H33 1.010, H34 1.010
24 H -3.7217 -6.7702 4.0443  C18 1.090
25 H -4.4528 -5.3398 4.8860  C18 1.090
26 H -3.6064 -6.4146 5.8401  C18 1.090
27 H -2.0137 -5.3519 3.5396  C19 1.090
28 H -1.7192 -3.0756 4.2939  C20 1.090
29 H -3.0040 -3.2233 5.4848  C20 1.090
30 H -2.9610 -1.7551 2.3660  C22 1.090
31 H -3.7512 -1.4335 3.8688  C22 1.090
32 H -4.7066 -2.1699 2.4626  C22 1.090
33 H -0.6987 -4.8324 5.3563  N23 1.010
34 H -0.9608 -6.3537 5.2147  N23 1.010
35 C -8.4409 -7.5294 -1.1062  C36 1.570, H41 1.090, H42 1.090, H43 1.090
36 C -7.3601 -7.3934 -2.2365  C35 1.570, C37 1.543, N40 1.427, H44 1.090
37 C -6.4434 -6.1642 -2.0647  C36 1.543, O38 1.396, H45 1.090, H46 1.090
38 O -7.1053 -4.9365 -2.1324  C37 1.396, C39 1.396
39 C -6.3237 -3.8654 -1.6952  O38 1.396, H47 1.090, H48 1.090, H49 1.090
40 N -6.6035 -8.6024 -2.2865  C36 1.427, H50 1.010, H51 1.010
41 H -9.1682 -6.7209 -1.0328  C35 1.090
42 H -7.9943 -7.5596 -0.1124  C35 1.090
43 H -8.9088 -8.5133 -1.1419  C35 1.090
44 H -7.9439 -7.2367 -3.1436  C36 1.090
45 H -5.6254 -6.2537 -2.7795  C37 1.090
46 H -6.0023 -6.3256 -1.0811  C37 1.090
47 H -6.8868 -2.9595 -1.9196  C39 1.090
48 H -5.4598 -3.7022 -2.3394  C39 1.090
49 H -6.0194 -3.9788 -0.6547  C39 1.090
50 H -5.9814 -8.3521 -3.0417  N40 1.010
51 H -5.9933 -8.5279 -1.4851  N40 1.010
52 C -11.3469 -1.6366 -0.8750  C53 1.501, H58 1.090, H59 1.090, H60 1.090
53 C -12.3152 -1.6696 -2.0220  C52 1.501, C54 1.528, N57 1.491, H61 1.090
54 C -12.8546 -0.2579 -2.2489  C53 1.528, O55 1.422, H62 1.090, H63 1.090
55 O -13.6595 0.2450 -1.1903  C54 1.422, C56 1.386
56 C -13.2179 1.4379 -0.6407  O55 1.386, H64 1.090, H65 1.090, H66 1.090
57 N -11.4408 -2.0314 -3.1745  C53 1.491, H67 1.010, H68 1.010
58 H -10.6203 -0.8296 -0.7808  C52 1.090
59 H -10.6823 -2.4784 -0.6803  C52 1.090
60 H -11.9267 -1.5791 0.0462  C52 1.090
61 H -13.1171 -2.3998 -1.9130  C53 1.090
62 H -13.4300 -0.2167 -3.1737  C54 1.090
63 H -12.0158 0.4217 -2.3991  C54 1.090
64 H -13.0609 2.1802 -1.4233  C56 1.090
65 H -12.2452 1.3514 -0.1564  C56 1.090
66 H -13.9787 1.8144 0.0431  C56 1.090
67 H -10.9810 -2.9251 -3.0754  N57 1.010
68 H -10.6765 -1.3719 -3.2052  N57 1.010
69 C -9.1240 3.9007 1.8497  C70 1.511, H75 1.090, H76 1.090, H77 1.090
70 C -10.0909 2.8120 1.4479  C69 1.511, C71 1.517, N74 1.469, H78 1.090
71 C -9.3716 1.4782 1.3870  C70 1.517, O72 1.424, H79 1.090, H80 1.090
72 O -8.4084 1.4270 0.3400  C71 1.424, C73 1.440
73 C -7.6666 0.1941 0.4068  O72 1.440, H81 1.090, H82 1.090, H83 1.090
74 N -11.2849 2.8867 2.3004  C70 1.469, H84 1.010, H85 1.010
75 H -8.2684 4.0053 1.1826  C69 1.090
76 H -8.7936 3.7285 2.8741  C69 1.090
77 H -9.4989 4.9242 1.8385  C69 1.090
78 H -10.4655 2.8860 0.4270  C70 1.090
79 H -10.0905 0.6589 1.3956  C71 1.090
80 H -8.8539 1.3375 2.3358  C71 1.090
81 H -8.3531 -0.6396 0.2592  C73 1.090
82 H -7.2132 -0.0070 1.3774  C73 1.090
83 H -6.8496 0.2290 -0.3140  C73 1.090
84 H -11.5715 2.0041 2.6990  N74 1.010
85 H -12.0727 3.1979 1.7503  N74 1.010
86 C -7.4162 2.9353 5.4611  C87 1.509, H92 1.090, H93 1.090, H94 1.090
87 C -7.1783 1.5869 6.0966  C86 1.509, C88 1.609, N91 1.459, H95 1.090
88 C -6.3344 0.6628 5.0845  C87 1.609, O89 1.416, H96 1.090, H97 1.090
89 O -6.0786 -0.5956 5.6819  C88 1.416, C90 1.425
90 C -7.0157 -1.6239 5.3719  O89 1.425, H98 1.090, H99 1.090, H100 1.090
91 N -6.4976 1.7192 7.3806  C87 1.459, H101 1.010, H102 1.010
92 H -7.9476 2.7584 4.5260  C86 1.090
93 H -6.4392 3.4015 5.3344  C86 1.090
94 H -7.9826 3.6114 6.1016  C86 1.090
95 H -8.2003 1.2391 6.2472  C87 1.090
96 H -5.3652 1.0919 4.8304  C88 1.090
97 H -6.8962 0.5812 4.1540  C88 1.090
98 H -6.6928 -2.5949 5.7473  C90 1.090
99 H -7.2372 -1.8450 4.3278  C90 1.090
100 H -7.9989 -1.3841 5.7769  C90 1.090
101 H -6.2842 0.7589 7.6097  N91 1.010
102 H -5.6067 2.1907 7.3176  N91 1.010
103 C -11.4700 -1.4190 5.9235  C104 1.542, H109 1.090, H110 1.090, H111 1.090
104 C -11.3586 -1.9708 4.4884  C103 1.542, C105 1.566, N108 1.476, H112 1.090
105 C -10.8580 -0.9261 3.4346  C104 1.566, O106 1.445, H113 1.090, H114 1.090
106 O -11.6548 0.2766 3.3517  C105 1.445, C107 1.397
107 C -12.9323 -0.0228 2.8712  O106 1.397, H115 1.090, H116 1.090, H117 1.090
108 N -10.4686 -3.1484 4.4805  C104 1.476, H118 1.010, H119 1.010
109 H -11.8752 -2.1423 6.6312  C103 1.090
110 H -12.1979 -0.6121 5.8394  C103 1.090
111 H -10.4935 -1.0627 6.2515  C103 1.090
112 H -12.3363 -2.3318 4.1691  C104 1.090
113 H -10.7721 -1.4128 2.4631  C105 1.090
114 H -9.8334 -0.5770 3.5623  C105 1.090
115 H -13.3042 0.9945 2.7494  C107 1.090
116 H -13.5886 -0.5466 3.5662  C107 1.090
117 H -12.9742 -0.5008 1.8925  C107 1.090
118 H -11.1623 -3.8774 4.3942  N108 1.010
119 H -10.0206 -3.2173 3.5779  N108 1.010
120 C -11.4451 2.6743 5.9533  C121 1.487, H126 1.090, H127 1.090, H128 1.090
121 C -11.8131 4.1096 5.8273  C120 1.487, C122 1.531, N125 1.446, H129 1.090
122 C -11.7368 4.8398 7.1713  C121 1.531, O123 1.409, H130 1.090, H131 1.090
123 O -12.7871 4.2469 7.9001  C122 1.409, C124 1.409
124 C -12.9311 4.6335 9.2470  O123 1.409, H132 1.090, H133 1.090, H134 1.090
125 N -10.8293 4.6445 4.9129  C121 1.446, H135 1.010, H136 1.010
126 H -10.3685 2.5037 5.9576  C120 1.090
127 H -11.8102 2.0975 5.1036  C120 1.090
128 H -12.0124 2.2521 6.7827  C120 1.090
129 H -12.8513 4.1705 5.5009  C121 1.090
130 H -12.0133 5.8910 7.0899  C122 1.090
131 H -10.8087 4.6573 7.7129  C122 1.090
132 H -13.7539 4.0934 9.7155  C124 1.090
133 H -13.1514 5.6926 9.3805  C124 1.090
134 H -12.1113 4.4333 9.9369  C124 1.090
135 H -10.8131 4.0757 4.0784  N125 1.010
136 H -11.0672 5.5831 4.6259  N125 1.010
137 C -12.0238 4.8281 -1.1881  C138 1.534, H143 1.090, H144 1.090, H145 1.090
138 C -13.5217 5.1482 -1.1022  C137 1.534, C139 1.557, N142 1.450, H146 1.090
139 C -14.0097 5.2977 0.3689  C138 1.557, O140 1.473, H147 1.090, H148 1.090
140 O -13.6769 4.0985 1.1574  C139 1.473, C141 1.439
141 C -14.1265 4.1663 2.5231  O140 1.439, H149 1.090, H150 1.090, H151 1.090
142 N -13.8189 6.3608 -1.8393  C138 1.450, H152 1.010, H153 1.010
143 H -11.7033 4.6930 -2.2211  C137 1.090
144 H -11.8239 3.9118 -0.6326  C137 1.090
145 H -11.3770 5.6412 -0.8585  C137 1.090
146 H -14.0853 4.3332 -1.5564  C138 1.090
147 H -15.0993 5.3266 0.3691  C139 1.090
148 H -13.6198 6.2042 0.8319  C139 1.090
149 H -15.2086 4.2853 2.5772  C141 1.090
150 H -13.7218 5.0625 2.9933  C141 1.090
151 H -13.7803 3.2890 3.0696  C141 1.090
152 H -14.7921 6.5427 -1.6394  N142 1.010
153 H -13.3905 7.2057 -1.4890  N142 1.010
154 C -4.0612 -1.1745 -0.6322  C155 1.574, H160 1.090, H161 1.090, H162 1.090
155 C -3.6412 -0.3490 -1.9045  C154 1.574, C156 1.548, N159 1.463, H163 1.090
156 C -4.1787 -0.9021 -3.2472  C155 1.548, O157 1.408, H164 1.090, H165 1.090
157 O -3.6691 -2.2126 -3.3162  C156 1.408, C158 1.467
158 C -3.7779 -2.9003 -4.6074  O157 1.467, H166 1.090, H167 1.090, H168 1.090
159 N -4.1878 1.0047 -1.8032  C155 1.463, H169 1.010, H170 1.010
160 H -5.1247 -1.4114 -0.6643  C154 1.090
161 H -3.9560 -0.5125 0.2273  C154 1.090
162 H -3.4265 -2.0567 -0.5481  C154 1.090
163 H -2.5600 -0.2355 -1.9831  C155 1.090
164 H -4.0480 -0.2146 -4.0829  C156 1.090
165 H -5.2687 -0.9071 -3.2394  C156 1.090
166 H -3.3464 -3.9009 -4.5805  C158 1.090
167 H -3.4681 -2.3106 -5.4701  C158 1.090
168 H -4.7980 -3.1719 -4.8786  C158 1.090
169 H -5.1498 1.0087 -2.1110  N159 1.010
170 H -3.8006 1.6255 -2.4994  N159 1.010
171 C -9.3390 13.2600 6.5915  C172 1.525, H177 1.090, H178 1.090, H179 1.090
172 C -10.0185 12.0913 5.8865  C171 1.525, C173 1.481, N176 1.482, H180 1.090
173 C -9.8242 10.7983 6.5814  C172 1.481, O174 1.378, H181 1.090, H182 1.090
174 O -9.9833 9.6577 5.8255  C173 1.378, C175 1.441
175 C -9.5166 8.4400 6.4379  O174 1.441, H183 1.090, H184 1.090, H185 1.090
176 N -11.4616 12.4263 5.8436  C172 1.482, H186 1.010, H187 1.010
177 H -9.6415 13.3683 7.6330  C171 1.090
178 H -9.5856 14.1962 6.0906  C171 1.090
179 H -8.2549 13.1487 6.5719  C171 1.090
180 H -9.6769 12.0186 4.8540  C172 1.090
181 H -10.3144 10.7527 7.5539  C173 1.090
182 H -8.7617 10.6716 6.7888  C173 1.090
183 H -10.0471 8.3395 7.3848  C175 1.090
184 H -8.4356 8.3816 6.5646  C175 1.090
185 H -9.8203 7.5856 5.8330  C175 1.090
186 H -11.4852 13.1922 5.1856  N176 1.010
187 H -12.0059 11.7313 5.3529  N176 1.010
188 C -4.6412 2.4354 1.7658  C189 1.556, H194 1.090, H195 1.090, H196 1.090
189 C -4.9505 3.6881 0.8954  C188 1.556, C190 1.552, N193 1.438, H197 1.090
190 C -3.6994 4.3948 0.3078  C189 1.552, O191 1.391, H198 1.090, H199 1.090
191 O -2.7363 4.7182 1.2583  C190 1.391, C192 1.424
192 C -2.9968 5.8869 2.0294  O191 1.424, H200 1.090, H201 1.090, H202 1.090
193 N -5.7987 3.2357 -0.1747  C189 1.438, H203 1.010, H204 1.010
194 H -4.4136 1.5830 1.1257  C188 1.090
195 H -5.4692 2.0802 2.3792  C188 1.090
196 H -3.7325 2.6384 2.3326  C188 1.090
197 H -5.4778 4.4313 1.4936  C189 1.090
198 H -3.9209 5.2281 -0.3590  C190 1.090
199 H -3.2686 3.6263 -0.3340  C190 1.090
200 H -3.1794 6.6902 1.3157  C192 1.090
201 H -2.2362 6.0956 2.7818  C192 1.090
202 H -3.9627 5.7523 2.5161  C192 1.090
203 H -6.7396 2.9385 0.0410  N193 1.010
204 H -5.3857 2.4454 -0.6489  N193 1.010
205 C -15.1905 1.4760 6.5464  C206 1.514, H211 1.090, H212 1.090, H213 1.090
206 C -16.4675 2.1345 7.0232  C205 1.514, C207 1.537, N210 1.422, H214 1.090
207 C -16.8992 3.4975 6.4586  C206 1.537, O208 1.392, H215 1.090, H216 1.090
208 O -17.9967 3.9529 7.1842  C207 1.392, C209 1.476
209 C -18.3162 5.3770 6.9639  O208 1.476, H217 1.090, H218 1.090, H219 1.090
210 N -17.5187 1.2227 6.7316  C206 1.422, H220 1.010, H221 1.010
211 H -15.1965 1.0845 5.5292  C205 1.090
212 H -14.9164 0.6518 7.2050  C205 1.090
213 H -14.3723 2.1913 6.6304  C205 1.090
214 H -16.3940 2.2593 8.1035  C206 1.090
215 H -17.0674 3.5275 5.3821  C207 1.090
216 H -16.0689 4.1546 6.7177  C207 1.090
217 H -19.1652 5.7475 7.5384  C209 1.090
218 H -18.7191 5.3705 5.9511  C209 1.090
219 H -17.4769 6.0713 7.0028  C209 1.090
220 H -18.3204 1.7316 7.0757  N210 1.010
221 H -17.6231 1.2748 5.7283  N210 1.010
222 C -6.8920 -6.8660 3.9149  C223 1.483, H228 1.090, H229 1.090, H230 1.090
223 C -7.1843 -6.1055 2.6759  C222 1.483, C224 1.475, N227 1.440, H231 1.090
224 C -7.8108 -4.7940 2.9287  C223 1.475, O225 1.427, H232 1.090, H233 1.090
225 O -8.0206 -3.9933 1.7668  C224 1.427, C226 1.434
226 C -9.0491 -4.3958 0.8518  O225 1.434, H234 1.090, H235 1.090, H236 1.090
227 N -5.8573 -5.9561 2.1381  C223 1.440, H237 1.010, H238 1.010
228 H -6.3412 -7.7999 3.8030  C222 1.090
229 H -7.8192 -7.2067 4.3755  C222 1.090
230 H -6.3472 -6.2381 4.6199  C222 1.090
231 H -7.7849 -6.6876 1.9769  C223 1.090
232 H -7.2177 -4.2241 3.6440  C224 1.090
233 H -8.8534 -4.8223 3.2453  C224 1.090
234 H -8.9562 -3.7692 -0.0353  C226 1.090
235 H -10.0276 -4.2611 1.3127  C226 1.090
236 H -8.8758 -5.3951 0.4526  C226 1.090
237 H -5.9314 -5.3115 1.3640  N227 1.010
238 H -5.2737 -5.4745 2.8071  N227 1.010
239 C -11.3920 7.3562 2.7731  C240 1.534, H245 1.090, H246 1.090, H247 1.090
240 C -12.3469 8.4531 3.2611  C239 1.534, C241 1.499, N244 1.449, H248 1.090
241 C -12.8761 8.1925 4.6387  C240 1.499, O242 1.457, H249 1.090, H250 1.090
242 O -13.7807 7.0568 4.5205  C241 1.457, C243 1.410
243 C -14.6654 6.8638 5.6011  O242 1.410, H251 1.090, H252 1.090, H253 1.090
244 N -11.5805 9.6817 3.2037  C240 1.449, H254 1.010, H255 1.010
245 H -11.0938 7.6435 1.7648  C239 1.090
246 H -11.9135 6.3995 2.7453  C239 1.090
247 H -10.5084 7.2267 3.3981  C239 1.090
248 H -13.1180 8.5729 2.5001  C240 1.090
249 H -13.3876 9.0735 5.0265  C241 1.090
250 H -12.0500 7.9963 5.3223  C241 1.090
251 H -15.4546 7.6001 5.4489  C243 1.090
252 H -14.1054 6.8568 6.5363  C243 1.090
253 H -15.0959 5.8813 5.4077  C243 1.090
254 H -10.9099 9.6190 3.9564  N244 1.010
255 H -12.1161 10.4803 3.5125  N244 1.010
256 C -3.4717 6.6745 5.5409  C257 1.477, H262 1.090, H263 1.090, H264 1.090
257 C -4.8231 7.1155 5.9428  C256 1.477, C258 1.568, N261 1.438, H265 1.090
258 C -5.9969 6.7543 4.9675  C257 1.568, O259 1.438, H266 1.090, H267 1.090
259 O -5.7940 7.2327 3.6265  C258 1.438, C260 1.469
260 C -6.8535 6.8072 2.7016  O259 1.469, H268 1.090, H269 1.090, H270 1.090
261 N -5.0362 6.5274 7.2377  C257 1.438, H271 1.010, H272 1.010
262 H -3.3616 5.6204 5.2865  C256 1.090
263 H -2.6875 6.8144 6.2849  C256 1.090
264 H -2.9843 7.1973 4.7180  C256 1.090
265 H -4.8736 8.1928 6.1006  C257 1.090
266 H -6.9448 7.0103 5.4410  C258 1.090
267 H -6.0531 5.6785 4.8014  C258 1.090
268 H -6.4464 7.0409 1.7178  C260 1.090
269 H -7.7770 7.3550 2.8890  C260 1.090
270 H -7.0754 5.7404 2.6737  C260 1.090
271 H -5.9268 6.8202 7.6133  N261 1.010
272 H -4.3288 6.7406 7.9263  N261 1.010
273 C -8.6512 0.1230 -3.5622  C274 1.504, H279 1.090, H280 1.090, H281 1.090
274 C -7.8727 1.3655 -3.8959  C273 1.504, C275 1.576, N278 1.453, H282 1.090
275 C -8.5673 2.4977 -4.7436  C274 1.576, O276 1.422, H283 1.090, H284 1.090
276 O -8.7779 2.1191 -6.0976  C275 1.422, C277 1.433
277 C -9.2737 3.1044 -7.0128  O276 1.433, H285 1.090, H286 1.090, H287 1.090
278 N -7.2857 1.8830 -2.6720  C274 1.453, H288 1.010, H289 1.010
279 H -8.0928 -0.6767 -3.0756  C273 1.090
280 H -8.9456 -0.2979 -4.5236  C273 1.090
281 H -9.5462 0.3230 -2.9731  C273 1.090
282 H -7.0033 1.1004 -4.4975  C274 1.090
283 H -7.8398 3.3092 -4.7245  C275 1.090
284 H -9.5805 2.7849 -4.4624  C275 1.090
285 H -10.3420 3.2978 -6.9154  C277 1.090
286 H -9.0954 2.7349 -8.0226  C277 1.090
287 H -8.6855 4.0143 -6.8941  C277 1.090
288 H -7.8331 1.7867 -1.8287  N278 1.010
289 H -7.1461 2.8722 -2.8211  N278 1.010
290 C -20.1415 2.0353 2.8647  C291 1.523, H296 1.090, H297 1.090, H298 1.090
291 C -18.6913 1.6101 2.6759  C290 1.523, C292 1.540, N295 1.456, H299 1.090
292 C -17.8069 2.8341 2.3734  C291 1.540, O293 1.441, H300 1.090, H301 1.090
293 O -18.2860 3.6643 1.2971  C292 1.441, C294 1.379
294 C -18.2061 3.2154 -0.0041  O293 1.379, H302 1.090, H303 1.090, H304 1.090
295 N -18.1769 0.9200 3.8506  C291 1.456, H305 1.010, H306 1.010
296 H -20.7824 1.1818 2.6434  C290 1.090
297 H -20.3511 2.6394 1.9820  C290 1.090
298 H -20.4691 2.5607 3.7618  C290 1.090
299 H -18.6664 0.9929 1.7778  C291 1.090
300 H -16.8221 2.4452 2.1140  C292 1.090
301 H -17.7304 3.4950 3.2367  C292 1.090
302 H -18.4356 3.9674 -0.7590  C294 1.090
303 H -19.0012 2.5164 -0.2636  C294 1.090
304 H -17.2471 2.7976 -0.3106  C294 1.090
305 H -18.8968 0.2516 4.0856  N295 1.010
306 H -17.4915 0.2907 3.4577  N295 1.010
307 C -8.0682 -3.4849 -4.7862  C308 1.519, H313 1.090, H314 1.090, H315 1.090
308 C -9.3766 -4.2438 -4.6437  C307 1.519, C309 1.584, N312 1.466, H316 1.090
309 C -9.5031 -5.6011 -5.4507  C308 1.584, O310 1.446, H317 1.090, H318 1.090
310 O -9.5705 -5.3379 -6.8706  C309 1.446, C311 1.477
311 C -10.7712 -4.5631 -7.2449  O310 1.477, H319 1.090, H320 1.090, H321 1.090
312 N -9.6836 -4.4646 -3.2269  C308 1.466, H322 1.010, H323 1.010
313 H -7.8044 -3.1502 -5.7894  C307 1.090
314 H -7.1783 -4.0782 -4.5759  C307 1.090
315 H -8.1125 -2.6146 -4.1314  C307 1.090
316 H -10.1460 -3.6438 -5.1295  C308 1.090
317 H -10.4461 -6.0788 -5.1849  C309 1.090
318 H -8.7509 -6.3701 -5.2749  C309 1.090
319 H -10.6009 -3.4868 -7.2719  C311 1.090
320 H -11.5725 -4.7369 -6.5267  C311 1.090
321 H -11.0568 -5.0010 -8.2013  C311 1.090
322 H -8.8668 -4.8612 -2.7845  N312 1.010
323 H -10.3835 -5.1928 -3.2223  N312 1.010
324 C -8.7202 5.6497 -1.9183  C325 1.539, H330 1.090, H331 1.090, H332 1.090
325 C -7.3061 5.9726 -2.4327  C324 1.539, C326 1.541, N329 1.464, H333 1.090
326 C -6.6945 7.1359 -1.6279  C325 1.541, O327 1.470, H334 1.090, H335 1.090
327 O -7.3437 8.3930 -2.0252  C326 1.470, C328 1.448
328 C -6.6245 9.5574 -1.5532  O327 1.448, H336 1.090, H337 1.090, H338 1.090
329 N -6.5077 4.7484 -2.5102  C325 1.464, H339 1.010, H340 1.010
330 H -9.3109 5.0306 -2.5935  C324 1.090
331 H -9.2103 6.6231 -1.8975  C324 1.090
332 H -8.5779 5.2143 -0.9292  C324 1.090
333 H -7.3791 6.2888 -3.4733  C325 1.090
334 H -5.6106 7.1529 -1.7423  C326 1.090
335 H -6.7569 6.9759 -0.5515  C326 1.090
336 H -6.5677 9.4233 -0.4729  C328 1.090
337 H -7.1066 10.4962 -1.8258  C328 1.090
338 H -5.6064 9.5539 -1.9424  C328 1.090
339 H -5.6150 4.9593 -2.9329  N329 1.010
340 H -6.1981 4.3942 -1.6164  N329 1.010

Output
Energy relative to the best compared isomer or geometry (same formula, charge and spin) = 139.38 kcal/mol
Total charge = 0
DFT total energy = -157264.42867 eV
Gap between HOMO and LUMO = 0.3289 Ha
E_HOMO = -8.51 eV

Mulliken population analysis, charges in e, atoms 1 to 99:
1. C -1.5643
2. C 0.0887
3. C -0.8051
4. O -0.3243
5. C -0.7704
6. N -0.5019
7. H 0.2221
8. H 0.2425
9. H 0.4088
10. H 0.8672
11. H 0.4000
12. H 0.4988
13. H 0.2990
14. H 0.3324
15. H 0.2600
16. H -0.1227
17. H 0.2254
18. C -0.6147
19. C 0.3818
20. C -1.0340
21. O -0.1419
22. C -0.7000
23. N -0.7656
24. H 0.2935
25. H -0.3538
26. H 0.4725
27. H 0.2741
28. H 0.5054
29. H 0.3246
30. H 0.3858
31. H 0.4313
32. H 0.0318
33. H 0.2996
34. H 0.2834
35. C -1.0731
36. C 0.8630
37. C -0.9352
38. O 0.8156
39. C -1.2324
40. N -0.7544
41. H 0.2696
42. H -0.0544
43. H 0.4803
44. H -0.3056
45. H 0.3406
46. H 0.3485
47. H -0.1375
48. H 0.6200
49. H 0.0311
50. H 0.3445
51. H 0.3604
52. C 0.5824
53. C 0.0112
54. C -0.7249
55. O -0.4562
56. C -0.3897
57. N -0.6257
58. H -0.4318
59. H -0.1819
60. H -0.0213
61. H 0.5666
62. H 0.4688
63. H 0.1175
64. H 0.6485
65. H 0.1782
66. H -0.1028
67. H 0.4196
68. H 0.2266
69. C 0.5152
70. C 1.9919
71. C 0.4679
72. O 0.6807
73. C -0.5836
74. N 2.0440
75. H -0.2895
76. H -1.1647
77. H -0.0489
78. H -0.7837
79. H -0.5010
80. H -0.4838
81. H 0.3703
82. H -0.0195
83. H -0.4967
84. H -0.2898
85. H -0.6869
86. C -0.6113
87. C 0.9429
88. C 0.0679
89. O -0.5081
90. C -0.4191
91. N -0.7189
92. H -0.7857
93. H 0.5119
94. H 0.3047
95. H -0.2726
96. H 0.3389
97. H -0.3304
98. H 0.4740
99. H -0.0164